Record 1
Computed, not measured: one molecule with the formula C4H5FO, with ωB97M-V with the def2-TZVPD basis set.

Results
SMILES: F[C@@H]1C=COC1
Total charge: 0
Orbital gap in eV: 10.02
Relative energy (zero: lowest compared OMol25 entry of this formula, charge and spin) in kJ/mol: 67.0

Last column: natural (NBO) charge in e.
Element x y z (Å)
F  -2.105  0.016  -0.350  -0.36
C  -0.891  0.076  0.341  0.16
C  0.042  1.193  -0.129  -0.37
C  1.226  0.632  -0.187  0.16
O  1.247  -0.726  -0.152  -0.51
C  -0.110  -1.235  -0.065  -0.11
H  -0.991  0.354  1.405  0.18
H  -0.140  2.289  -0.129  0.24
H  2.237  1.046  -0.241  0.20
H  -0.526  -1.508  -1.112  0.20
H  0.010  -2.136  0.618  0.21

Record 2
Computed, not measured: C47H36F15GeN5OPRbS6 as an isolated structure, with ωB97M-V with the def2-TZVPD basis set.

Results
Total charge: -2
Orbital gap in eV: 2.90
Relative energy (zero: lowest compared OMol25 entry of this formula, charge and spin) in kJ/mol: 367.0

Last column: Löwdin charge in e.
Element x y z (Å)
Rb  13.359  15.661  15.330  0.46
N  14.873  13.263  16.122  -0.06
C  16.220  13.683  16.102  -0.29
C  16.436  14.855  17.061  -0.22
N  16.120  16.180  16.529  -0.17
C  16.206  17.220  17.607  -0.20
C  15.151  17.247  18.705  -0.28
N  13.752  17.018  18.296  -0.02
C  17.128  16.558  15.465  -0.17
C  16.650  16.434  13.975  -0.27
N  15.426  17.196  13.719  -0.07
H  14.625  12.817  17.050  0.11
H  14.489  12.785  15.356  0.03
H  16.526  13.848  15.125  0.08
H  16.791  12.791  16.445  0.12
H  17.444  14.823  17.457  0.10
H  15.864  14.743  18.013  0.12
H  16.322  18.196  17.030  0.13
H  17.112  17.121  18.217  0.11
H  15.249  18.215  19.249  0.10
H  15.345  16.485  19.538  0.12
H  13.330  17.687  17.670  -0.04
H  13.177  16.800  19.122  0.07
H  18.072  15.965  15.538  0.12
H  17.302  17.617  15.513  0.09
H  16.448  15.349  13.703  0.11
H  17.385  16.751  13.192  0.11
H  15.171  17.267  12.723  0.03
H  15.477  18.120  14.087  0.03
O  15.245  12.155  9.351  -0.12
C  14.369  12.829  9.802  -0.99
S  14.309  14.626  10.037  0.82
C  13.197  14.688  11.445  -1.33
C  12.678  13.476  11.882  -1.32
S  11.751  13.248  13.235  0.38
S  13.066  12.054  10.892  0.79
S  12.769  16.172  11.938  0.43
S  7.964  16.283  13.309  0.98
C  9.443  15.381  13.685  -0.49
N  9.742  15.303  14.909  0.04
C  8.847  16.033  15.744  -0.29
C  8.974  16.198  17.104  -0.05
C  7.948  16.814  17.752  -0.12
C  6.810  17.326  17.114  -0.11
C  6.659  17.068  15.757  -0.11
C  7.750  16.578  15.036  -0.48
H  10.183  15.100  12.883  0.01
H  9.757  15.677  17.575  0.10
H  8.097  16.926  18.904  0.13
H  6.086  17.916  17.613  0.08
H  5.831  17.441  15.091  0.11
F  13.180  23.996  14.665  0.12
C  14.002  23.101  14.147  -0.26
C  13.645  21.822  13.696  -0.11
C  14.493  21.160  12.792  -0.17
F  14.163  19.878  12.350  0.06
C  15.700  21.711  12.467  -0.15
F  16.511  21.053  11.605  0.10
C  16.161  22.836  13.095  -0.11
F  17.371  23.413  12.937  0.10
C  15.302  23.518  14.003  -0.12
F  15.758  24.651  14.602  0.09
Ge  12.177  20.815  14.520  0.63
S  12.503  18.868  15.481  0.12
C  11.971  21.652  16.321  -0.19
C  10.778  21.743  16.994  -0.22
F  9.719  20.977  16.584  0.07
C  10.725  22.508  18.148  -0.16
F  9.555  22.622  18.791  0.11
C  11.840  23.107  18.621  -0.15
F  11.712  23.881  19.697  0.10
C  13.115  22.977  17.996  -0.15
F  14.183  23.408  18.627  0.13
C  13.184  22.197  16.848  -0.22
F  14.411  21.695  16.551  0.07
C  10.697  21.073  13.303  -0.12
C  10.113  22.353  13.381  -0.25
F  10.421  23.129  14.392  0.11
C  9.275  22.852  12.388  -0.14
F  8.847  24.096  12.509  0.11
C  8.841  21.899  11.400  -0.10
F  8.117  22.288  10.332  0.09
C  9.213  20.556  11.433  -0.16
F  8.898  19.814  10.372  0.13
C  10.193  20.234  12.324  -0.16
F  10.859  19.016  12.162  0.04
C  13.889  7.333  17.766  -0.30
P  13.495  8.736  16.595  0.98
C  13.307  7.862  15.052  -0.40
C  12.675  6.583  15.006  -0.12
C  12.535  5.926  13.814  -0.12
C  12.982  6.512  12.678  -0.13
C  13.569  7.753  12.698  -0.08
C  13.883  8.427  13.893  -0.07
C  11.835  9.158  17.189  -0.39
C  11.568  10.463  17.663  -0.08
C  10.227  10.884  17.800  -0.08
C  9.221  9.963  17.618  -0.09
C  9.548  8.617  17.269  -0.07
C  10.849  8.166  17.078  -0.09
H  14.511  6.549  17.224  0.05
H  13.038  6.859  18.251  0.02
H  14.562  7.860  18.513  0.03
H  12.554  6.101  15.999  0.09
H  11.895  5.047  13.727  0.11
H  12.616  6.106  11.733  0.11
H  14.063  8.225  11.778  0.13
H  14.320  9.420  13.972  0.10
H  12.386  11.156  17.863  0.09
H  10.004  11.891  18.146  0.10
H  8.150  10.228  17.665  0.11
H  8.733  7.944  17.100  0.08
H  11.098  7.266  16.676  0.04

Record 3
Computed, not measured: C45H52CuN11O3Se as an isolated structure, with ωB97M-V with the def2-TZVPD basis set.

Results
Total charge: +1
Orbital gap (spin up / spin down) in eV: 6.87 / 6.88
<S²>: 0.7547
Multiplicity: 2

Last column: Mulliken spin population.
Element x y z (Å)
Cu  1.277  -0.305  -0.802  0.72
C  -2.058  -7.131  -1.554  0.00
O  -1.589  -6.084  -0.732  0.00
C  -2.362  -5.626  0.305  0.00
C  -3.345  -6.341  0.966  0.00
C  -4.059  -5.754  2.001  0.00
C  -3.813  -4.443  2.362  0.00
C  -2.827  -3.713  1.714  0.00
C  -2.080  -4.302  0.706  0.00
N  -1.102  -3.660  -0.052  0.00
C  -0.359  -2.537  0.143  0.02
N  -0.203  -2.131  1.414  -0.01
C  0.627  -1.140  1.932  -0.16
C  1.335  -0.230  1.159  0.43
C  2.140  0.694  1.819  -0.25
C  2.240  0.713  3.202  0.00
C  1.539  -0.207  3.964  0.00
C  0.720  -1.131  3.340  0.04
O  0.040  -2.140  3.996  0.00
C  -0.807  -1.801  5.077  0.00
N  0.231  -1.958  -0.866  0.06
C  -0.096  -2.359  -2.168  0.00
C  0.896  -2.720  -3.067  0.01
C  0.573  -3.073  -4.366  -0.01
C  -0.750  -3.078  -4.766  0.01
C  -1.757  -2.710  -3.888  0.00
C  -1.442  -2.329  -2.594  0.01
O  -2.331  -1.896  -1.651  0.00
C  -3.714  -2.016  -1.881  0.00
H  -1.186  -7.490  -2.097  0.00
H  -2.796  -6.753  -2.269  0.00
H  -2.492  -7.955  -0.989  0.00
H  -3.551  -7.364  0.696  0.00
H  -4.821  -6.325  2.509  0.00
H  -4.389  -3.981  3.147  0.00
H  -2.671  -2.675  1.964  0.00
H  -0.972  -4.107  -0.954  0.00
H  -0.533  -2.762  2.138  0.00
H  2.727  1.398  1.243  0.00
H  2.874  1.442  3.686  0.00
H  1.657  -0.220  5.038  0.00
H  -1.050  -2.748  5.557  0.00
H  -1.732  -1.334  4.710  0.00
H  -0.330  -1.140  5.805  0.00
H  1.920  -2.729  -2.727  0.00
H  1.352  -3.359  -5.054  0.00
H  -1.012  -3.376  -5.769  0.00
H  -2.784  -2.723  -4.221  0.00
H  -4.183  -1.757  -0.931  0.00
H  -3.988  -3.041  -2.149  0.00
H  -4.062  -1.324  -2.653  0.00
N  -0.976  0.408  -3.240  0.00
C  0.281  0.355  -3.669  0.00
N  0.472  0.398  -4.982  0.00
C  1.727  0.286  -5.404  0.00
N  1.957  0.281  -6.717  0.00
N  2.792  0.178  -4.589  0.00
C  2.518  0.158  -3.304  -0.01
N  1.290  0.222  -2.771  0.01
C  3.643  0.017  -2.378  0.01
C  4.953  0.254  -2.782  0.00
C  5.967  0.069  -1.863  0.00
C  5.642  -0.372  -0.585  0.00
C  4.311  -0.580  -0.267  0.00
N  3.336  -0.379  -1.141  0.04
H  -1.699  0.534  -3.928  0.00
H  -1.187  0.430  -2.254  0.00
H  1.184  0.338  -7.354  0.00
H  2.901  0.179  -7.045  0.00
H  5.137  0.568  -3.797  0.00
H  6.994  0.256  -2.136  0.00
H  6.411  -0.553  0.146  0.00
H  4.014  -0.933  0.710  0.00
C  2.262  5.126  -2.677  0.00
C  1.879  6.090  -1.561  0.00
C  1.014  5.441  -0.481  0.00
C  1.720  4.256  0.182  0.00
N  0.928  3.675  1.237  0.01
C  -0.072  2.793  1.039  0.02
Se  -0.576  2.173  -0.589  0.03
N  -0.575  2.408  2.230  0.00
C  -1.651  1.467  2.402  0.00
C  -2.896  2.086  3.042  0.00
C  -3.591  3.154  2.196  0.00
C  -4.208  2.598  0.917  0.00
C  0.157  3.016  3.225  0.00
C  0.140  2.893  4.606  0.00
C  1.074  3.618  5.321  0.00
C  1.980  4.468  4.691  0.00
C  2.008  4.601  3.315  0.00
C  1.101  3.844  2.589  0.00
H  2.763  5.664  -3.476  0.00
H  1.373  4.651  -3.084  0.00
H  2.937  4.352  -2.319  0.00
H  1.318  6.922  -1.987  0.00
H  2.782  6.504  -1.104  0.00
H  0.083  5.078  -0.924  0.00
H  0.757  6.182  0.281  0.00
H  2.679  4.561  0.606  0.00
H  1.896  3.471  -0.560  0.00
H  -1.281  0.649  3.025  0.00
H  -1.890  1.069  1.413  0.00
H  -2.620  2.517  4.006  0.00
H  -3.606  1.278  3.229  0.00
H  -2.885  3.950  1.950  0.00
H  -4.383  3.597  2.804  0.00
H  -3.441  2.303  0.204  0.00
H  -4.829  3.355  0.445  0.00
H  -4.836  1.736  1.134  0.00
H  -0.554  2.239  5.106  0.00
H  1.099  3.529  6.395  0.00
H  2.672  5.037  5.289  0.00
H  2.709  5.266  2.836  0.00

Which formula does entry 2 have? C47H36F15GeN5OPRbS6

total charge of number 2 (C47H36F15GeN5OPRbS6)? -2

Which formula does entry 1 have? C4H5FO